Entry 1:
The following is a DFT calculation (wB97M-V/def2-TZVPD) of 2 unconnected molecules or ions with the total composition C2H4N2O3 in a non-equilibrium geometry.

Computed properties:
Maximum force: 4.01 eV/A
SMILES: CN=C=O.O=NO
LUMO: 0.32 eV
Kohn-Sham gap: 10.430 eV

Geometry (Å):
C  -1.913  -0.315  0.434
N  -1.003  0.723  0.390
C  0.027  1.249  0.091
O  0.920  1.969  0.003
H  -1.632  -1.272  -0.198
H  -2.880  -0.087  0.042
H  -1.999  -0.641  1.509
O  0.835  -0.946  -1.181
N  1.560  -0.436  -0.399
O  2.822  -0.263  -0.751
H  3.262  0.019  0.060

Atoms 1-3, force components in eV/Å:
C 0.21 -3.79 0.20
N 1.23 1.22 -0.81
C -3.60 -0.72 1.60

=====

Entry 2:
The following is a DFT calculation (wB97M-V/def2-TZVPD) of a molecular structure, C10H8I2MoNS in a non-equilibrium geometry.

Computed properties:
Maximum force: 3.69 eV/A
Total charge: +3
LUMO (alpha / beta): -14.50 / -14.48 eV
Kohn-Sham gap (alpha / beta): 4.854 / 4.882 eV

Geometry (Å):
Mo  0.763  -1.303  -0.780
I  -0.834  -3.270  -1.302
C  1.695  -2.931  -1.607
I  3.279  -0.948  -1.269
H  1.782  -3.074  -2.684
H  2.143  -3.737  -1.023
S  -0.377  0.650  3.094
C  0.447  -0.775  3.498
C  0.882  -1.519  2.385
C  0.531  -0.906  1.188
C  -0.183  0.325  1.423
C  -0.644  1.118  0.329
C  -1.337  2.317  0.433
C  -1.726  2.982  -0.733
C  -1.409  2.429  -1.960
C  -0.708  1.217  -2.006
N  -0.332  0.572  -0.905
H  0.593  -1.032  4.541
H  1.422  -2.451  2.492
H  -1.575  2.734  1.405
H  -2.267  3.919  -0.672
H  -1.692  2.914  -2.885
H  -0.453  0.769  -2.960

Atoms 1-3, force components in eV/Å:
Mo -0.94 1.59 3.20
I -0.04 -0.18 0.11
C -0.34 0.64 -0.66